1.
10
Properties=species:S:1:pos:R:3:forces:R:3 method="wB97M-V/def2-TZVPD" orbital_gap_ev=10.25 relative_energy_kj_mol=475.0 homo_energy_ev=-10.71 total_charge=0
O 2.458483 -1.141202 -0.492254 -7.97 3.91 5.71
C 1.408245 -0.494541 0.226917 4.01 -1.35 -3.64
N 1.450489 0.974462 0.340156 -1.30 -3.50 -0.70
C 0.295467 1.427550 0.022082 -0.37 3.86 -1.68
O -1.005630 1.001556 -0.281874 3.50 -3.95 2.85
C -0.953567 -0.384321 0.255132 -1.99 1.65 -3.63
O -2.124366 -0.912857 -0.181254 2.22 -3.27 1.16
N 0.047552 -1.004753 0.678700 3.06 -0.66 -1.18
H 0.264587 2.467086 -0.293630 0.22 0.34 0.68
H -1.841259 -1.932983 -0.273974 -1.37 2.98 0.44



2.
13
Properties=species:S:1:pos:R:3:forces:R:3 method="wB97M-V/def2-TZVPD" orbital_gap_ev=8.83 relative_energy_kj_mol=10.6 homo_energy_ev=-4.68 total_charge=-1
N 2.472046 -1.502496 -1.643503 -0.12 -0.31 -0.16
C 1.548213 -0.635032 -1.027002 -0.09 -0.18 -0.03
O 1.906378 0.528826 -0.781004 0.12 0.18 -0.07
O 0.423364 -1.173167 -0.796039 0.13 0.05 0.21
H 3.389889 -1.226573 -1.931372 0.01 0.23 0.25
H 2.233235 -2.475472 -1.626275 0.04 -0.01 -0.14
N -0.822285 0.870880 0.613785 0.44 0.01 0.09
C -2.009467 0.804651 1.211479 0.10 -0.38 -0.01
N -2.571174 1.762020 1.866019 -0.12 0.18 -0.13
H -0.344655 0.052461 0.182413 -0.30 0.18 -0.12
H -0.269646 1.709228 0.694983 -0.07 0.01 -0.02
H -2.452218 -0.193534 1.092740 -0.17 0.13 -0.01
H -3.503680 1.478207 2.143775 0.04 -0.09 0.13